Formula: C33H49As2CrN7O9
Source: OMol25
Level of theory: wB97M-V/def2-TZVPD

2S+1: 4
LUMO energy (spin up / spin down): -8.2 / -8.2 eV
HOMO level (spin up / spin down): -16.13 / -16.12 eV
Total charge: +3
Frontier orbital gap (spin up / spin down): 0.292 / 0.290 Ha
Expectation value of S²: 3.778
Total energy: -213949.7861 eV

CARTESIAN COORDINATES (ANGSTROEM)
Cr1 10.804 9.283 9.842
N1 10.740 7.660 8.484
C1 10.432 6.429 9.267
C2 11.310 6.439 10.498
N2 11.513 7.823 11.067
C3 11.234 8.025 12.469
C4 11.592 9.473 12.736
N3 10.994 10.325 11.629
H1 11.705 7.644 8.150
H2 10.184 7.636 7.639
H3 9.373 6.440 9.545
H4 10.589 5.513 8.684
H5 10.808 5.843 11.256
H6 12.299 6.038 10.387
H7 12.487 8.063 10.978
H8 10.156 7.827 12.686
H9 11.801 7.369 13.115
H10 11.177 9.815 13.668
H11 12.647 9.610 12.833
H12 10.201 10.802 12.020
H13 11.648 11.072 11.382
C5 15.566 11.294 8.225
N4 14.712 10.249 8.900
C6 15.191 9.693 10.177
C7 13.482 9.936 8.471
C8 13.012 10.340 7.117
O1 12.711 9.294 9.277
H14 14.937 12.176 8.036
H15 16.001 10.920 7.316
H16 16.409 11.463 8.837
H17 16.142 10.170 10.440
H18 15.373 8.630 10.113
H19 14.437 9.889 10.948
H20 13.794 10.138 6.435
H21 12.803 11.393 7.091
H22 12.093 9.762 6.901
C9 6.790 9.263 8.427
C10 8.152 9.360 8.601
N5 8.723 9.170 9.796
C11 7.922 8.771 10.816
C12 6.545 8.599 10.715
C13 5.984 8.803 9.466
C14 5.781 8.034 11.817
C15 5.644 8.385 13.079
C16 6.123 9.592 13.793
C17 5.955 9.733 15.147
C18 6.437 10.873 15.776
N6 7.110 11.786 15.029
C19 7.215 11.533 13.745
N7 6.815 10.499 13.059
H23 6.293 9.402 7.443
H24 8.860 9.684 7.803
H25 8.430 8.542 11.744
H26 4.910 8.687 9.320
H27 5.322 7.120 11.431
H28 5.051 7.727 13.706
H29 5.330 8.982 15.634
H30 6.299 11.039 16.832
H31 7.747 12.323 13.216
C20 15.478 11.786 13.510
O2 14.479 12.285 12.561
C21 13.334 12.682 13.128
O3 13.069 12.617 14.309
C22 12.416 13.320 12.141
C23 11.278 13.843 12.558
As1 10.227 15.126 11.537
C24 8.472 14.845 12.340
C25 9.947 13.763 10.150
C26 11.026 13.142 9.647
As2 12.959 13.249 10.267
C27 13.272 15.122 9.850
C28 10.762 12.196 8.545
O4 10.563 10.985 8.751
O5 10.818 12.570 7.295
C29 10.931 13.954 6.866
C30 8.582 13.446 9.619
O6 8.091 13.842 8.591
O7 8.053 12.500 10.442
C31 6.601 12.282 10.413
C32 10.549 13.288 13.727
O8 10.099 12.160 13.666
O9 10.268 14.190 14.629
C33 9.422 13.916 15.743
H32 16.322 11.469 12.939
H33 15.069 10.926 14.110
H34 15.789 12.569 14.217
H35 8.357 15.414 13.250
H36 8.336 13.809 12.610
H37 7.755 15.253 11.630
H38 12.345 15.701 9.655
H39 13.950 15.216 8.954
H40 13.743 15.707 10.667
H41 11.247 13.870 5.812
H42 11.671 14.506 7.450
H43 9.908 14.389 6.964
H44 6.389 11.531 11.189
H45 6.323 11.926 9.434
H46 6.076 13.189 10.732
H47 10.033 13.911 16.626
H48 8.839 13.010 15.582
H49 8.708 14.767 15.798